Entry from the OMol25 dataset: a cluster of 8 separate species, C41H98N6O8 in total (ωB97M-V/def2-TZVPD).

Structure (ORCA input):
```
! wB97M-V def2-TZVPD RIJCOSX def2/J DEFGRID3
* xyz 0 1
C 2.4594 2.2568 -2.7671
C 1.4247 2.8665 -3.8509
C 0.8685 4.2238 -3.2625
C 1.8516 5.3574 -3.5044
C 2.3138 5.4807 -4.9558
C 2.8182 4.1343 -5.6343
N 2.0093 2.9880 -5.2780
O 2.3991 1.7608 -5.8600
C 2.7665 4.4675 -7.1713
C 4.2792 3.8641 -5.2641
C 0.2144 1.8712 -3.7807
H 2.0479 2.1865 -1.7602
H 3.4451 2.7199 -2.7228
H 2.5584 1.2465 -3.1641
H 0.0095 4.6512 -3.7798
H 0.4163 4.1160 -2.2766
H 2.7257 5.2647 -2.8599
H 1.3643 6.3049 -3.2744
H 3.1390 6.1883 -5.0360
H 1.4981 5.9426 -5.5120
H 1.7707 4.6017 -7.5939
H 3.3163 5.3063 -7.5982
H 3.0509 3.5954 -7.7600
H 5.0836 4.3774 -5.7910
H 4.3208 4.2945 -4.2635
H 4.5656 2.8208 -5.1313
H 0.5590 0.8589 -3.9921
H -0.5976 2.1983 -4.4301
H -0.2352 1.8870 -2.7879
H 1.5249 1.4405 -6.0943
C -3.5211 0.8954 2.4081
C -4.6099 0.4204 1.3822
C -4.6943 -1.1728 1.3927
C -5.2297 -1.6123 2.7406
C -6.6194 -1.0465 3.0784
C -6.6820 0.5088 2.9945
N -5.9319 1.0040 1.8449
O -5.9869 2.4081 1.7848
C -8.1965 0.8312 2.7353
C -6.2915 1.0087 4.3802
C -4.2251 0.8240 -0.0669
H -2.5065 0.6034 2.1374
H -3.5996 0.1982 3.2423
H -3.5881 1.9572 2.6452
H -5.3678 -1.5906 0.6445
H -3.7211 -1.6566 1.3101
H -4.5081 -1.5477 3.5550
H -5.3475 -2.6948 2.7908
H -6.7729 -1.3792 4.1050
H -7.3372 -1.5139 2.4042
H -8.7365 0.0436 2.2098
H -8.8252 0.7835 3.6244
H -8.5512 1.5888 2.0365
H -5.4211 0.4394 4.7062
H -6.1650 2.0913 4.3684
H -7.1296 0.8703 5.0632
H -5.0040 0.5432 -0.7759
H -3.3190 0.3370 -0.4272
H -4.1130 1.9013 -0.1894
H -6.2076 2.5783 0.8662
C -2.0244 -4.6004 2.3732
C -1.0822 -3.9564 3.4106
C -1.8596 -4.2308 4.7131
C -1.0732 -3.9259 5.9974
C 0.1568 -4.7283 6.0211
C 1.0517 -4.6480 4.7329
N 0.1300 -4.8209 3.5790
O 0.8609 -5.0317 2.4029
C 1.8354 -3.2833 4.6578
C 2.0969 -5.7873 4.8432
C -0.8067 -2.4262 3.1004
H -2.9405 -4.0150 2.4511
H -2.1777 -5.6616 2.5692
H -1.6822 -4.5682 1.3388
H -2.5751 -3.4138 4.8061
H -2.3560 -5.1996 4.7697
H -1.6060 -4.2097 6.9050
H -0.7935 -2.8749 6.0699
H -0.1031 -5.7762 6.1710
H 0.7044 -4.4082 6.9076
H 2.5977 -3.3263 3.8799
H 1.1754 -2.4289 4.5077
H 2.2628 -2.9796 5.6133
H 1.6344 -6.7571 5.0268
H 2.9147 -5.8588 4.1261
H 2.6873 -5.6936 5.7546
H -1.6502 -2.0399 2.5282
H 0.0522 -2.1757 2.4778
H -0.8030 -1.8552 4.0289
H 0.4744 -5.8701 2.1397
C 2.6291 5.2724 3.1958
C 1.7942 6.3476 2.3458
C 0.8063 5.7168 1.2754
O -0.3444 4.9798 1.8903
C -1.3460 4.4149 1.0322
N 1.1832 7.1770 3.2719
H 3.0186 4.4821 2.5540
H 2.0945 4.7948 4.0169
H 3.4430 5.8960 3.5656
H 2.6113 6.8780 1.8567
H 1.3654 4.9672 0.7154
H 0.5077 6.4755 0.5520
H -2.0368 3.7895 1.5975
H -0.9293 3.7414 0.2833
H -1.9362 5.2036 0.5655
H 0.3951 6.7924 3.7731
H 0.7862 7.9359 2.7366
C 4.2453 -1.5540 -5.3317
C 5.6423 -1.6673 -4.6813
C 5.5870 -2.5087 -3.3442
O 5.0431 -1.8534 -2.2015
C 5.0875 -2.7170 -1.0087
N 6.4538 -2.2371 -5.6697
H 3.6682 -0.8241 -4.7638
H 3.6310 -2.4484 -5.2285
H 4.2502 -1.0407 -6.2933
H 5.9821 -0.6733 -4.3902
H 6.6382 -2.6806 -3.1127
H 5.2853 -3.5314 -3.5704
H 4.6702 -3.7147 -1.1454
H 4.7716 -2.0923 -0.1732
H 6.0999 -3.0257 -0.7482
H 6.1751 -1.8535 -6.5615
H 7.4516 -2.1089 -5.5797
C 1.7850 -1.3706 -1.9182
C 1.3746 -1.4553 -0.3978
C 1.6323 -0.0940 0.3324
O 1.0160 0.0075 1.6146
C 0.7817 1.3259 1.9637
N -0.0070 -1.7233 -0.5350
H 2.8363 -1.1402 -2.0906
H 1.2084 -0.6819 -2.5356
H 1.5593 -2.2703 -2.4907
H 1.9331 -2.2661 0.0700
H 1.3148 0.7175 -0.3223
H 2.7101 0.0651 0.3674
H 0.0053 1.8740 1.4299
H 1.7256 1.8703 1.9945
H 0.5272 1.3139 3.0235
H -0.2556 -2.6186 -0.9309
H -0.2863 -1.6640 0.4338
C -2.5627 -1.6449 -2.9685
O -2.1206 -0.3460 -3.2925
H -3.2472 -1.8880 -3.7813
H -1.7322 -2.3507 -2.9589
H -3.3313 -1.7859 -2.2086
H -1.1630 -0.3140 -3.2328
C -0.2312 -5.3631 -1.9682
O -1.2645 -4.7166 -2.6536
H 0.1756 -4.7700 -1.1492
H -0.6348 -6.2128 -1.4174
H 0.5353 -5.7550 -2.6368
H -1.8690 -5.4198 -2.9022
*
```

SMILES string: CC1(C)CCCC(C)(C)N1O.CC1(C)CCCC(C)(C)N1O.CC1(C)CCCC(C)(C)N1O.COC[C@H](C)N.COC[C@H](C)N.COC[C@H](C)N.CO.CO
M, g/mol: 803.3
Energy, eV: -69415.7889
Highest occupied orbital energy, eV: -7.980
Energy above the lowest of the compared OMol25 structures with the same formula, charge and spin, kcal/mol: 75.9